[1]
# C29H51AsCl3GeHfN9Si2

A molecular structure, C29H51AsCl3GeHfN9Si2 in a non-equilibrium geometry (ωB97M-V/def2-TZVPD, the OMol25 dataset).

Structure (XYZ):
```
97
Properties=species:S:1:pos:R:3
Hf 0.427 0.451 -0.449
C 3.583 -1.226 4.110
C 4.016 0.011 3.643
C 3.177 0.798 2.872
C 1.900 0.334 2.560
C 1.455 -0.895 3.034
C 2.303 -1.672 3.810
N 1.045 1.108 1.705
N 1.007 2.407 1.996
C 0.560 3.269 0.982
C 0.628 4.645 1.143
C 0.178 5.449 0.111
C -0.334 4.869 -1.043
C -0.352 3.499 -1.130
N 0.084 2.689 -0.133
H 4.240 -1.831 4.720
H 5.009 0.365 3.884
H 3.523 1.755 2.500
H 0.441 -1.210 2.834
H 1.956 -2.621 4.197
H 1.049 5.080 2.037
H 0.240 6.526 0.204
H -0.690 5.465 -1.870
H -0.724 3.012 -2.023
C -2.683 0.783 -1.997
N -2.646 -0.599 -2.402
C -3.609 -0.995 -3.434
C -3.140 -2.390 -3.803
N -1.775 -2.431 -3.259
C -0.925 -3.524 -3.741
C -1.566 -1.425 -2.389
N -0.519 -1.261 -1.557
C 0.433 -2.395 -1.434
C 1.300 -2.193 -0.204
N 2.066 -0.921 -0.328
C 3.220 -0.856 -1.028
N 3.768 0.364 -1.289
C 3.646 1.520 -0.428
C 5.050 0.219 -1.990
C 5.044 -1.247 -2.400
N 3.943 -1.813 -1.597
C 3.739 -3.262 -1.656
H -2.967 1.407 -2.845
H -1.686 1.094 -1.710
H -3.353 0.961 -1.159
H -3.551 -0.302 -4.276
H -4.622 -0.980 -3.038
H -3.109 -2.542 -4.879
H -3.746 -3.182 -3.359
H -1.266 -3.761 -4.747
H -1.023 -4.420 -3.129
H 0.109 -3.222 -3.823
H 1.082 -2.419 -2.307
H -0.067 -3.357 -1.325
H 1.944 -3.052 -0.057
H 0.679 -2.121 0.691
H 2.681 1.548 0.082
H 3.728 2.424 -1.027
H 4.415 1.517 0.349
H 5.869 0.451 -1.305
H 5.095 0.898 -2.839
H 5.975 -1.755 -2.160
H 4.819 -1.389 -3.456
H 4.549 -3.669 -2.255
H 2.805 -3.530 -2.144
H 3.805 -3.716 -0.670
Cl 2.474 2.810 -3.429
Ge 1.172 1.144 -3.033
Cl 2.032 -0.545 -4.106
Cl -0.532 1.588 -4.317
C -5.135 -0.402 1.067
Si -3.696 -1.499 1.431
C -3.646 -2.077 3.177
C -3.465 -2.845 0.199
As -1.661 -0.187 1.133
Si -2.488 1.425 2.378
C 1.112 2.913 3.382
C -2.820 3.107 1.739
C -3.045 1.232 4.100
H -6.053 -1.001 1.031
H -5.038 0.104 0.105
H -5.298 0.351 1.846
H -4.258 -2.979 3.280
H -4.054 -1.338 3.866
H -2.632 -2.331 3.489
H -4.393 -3.414 0.083
H -2.686 -3.538 0.522
H -3.198 -2.428 -0.770
H 0.305 3.623 3.552
H 1.009 2.069 4.058
H 2.068 3.399 3.568
H -2.541 3.240 0.696
H -2.325 3.867 2.355
H -3.896 3.294 1.842
H -2.669 0.338 4.591
H -4.142 1.220 4.141
H -2.735 2.124 4.656
```

The LUMO energy (alpha / beta) comes out at -8.54 / -9.70 eV. The HOMO energy (alpha / beta) is -15.62 / -15.68 eV. As for the expectation value of S²: 0.762. Its total energy is -216278.676 eV. Its energy above the lowest of the compared OMol25 structures with the same formula, charge and spin is 0.0 kcal/mol. As for the orbital gap (alpha / beta): 0.2602 / 0.2197 hartree. The total charge is +3. The spin multiplicity is 2.

[2]
# C23H35N3O3

C23H35N3O3 in the gas phase (ωB97M-V/def2-TZVPD, the OMol25 dataset).

Structure (XYZ):
```
64
Properties=species:S:1:pos:R:3
C 2.607 5.108 0.839
C 2.017 4.082 -0.118
C 2.847 2.793 -0.169
N 2.183 1.855 -1.048
C 1.634 0.674 -0.669
O 0.934 0.005 -1.408
C 1.936 0.159 0.737
C 0.999 0.787 1.787
C -0.285 1.273 1.114
O -0.500 2.462 0.942
N -1.116 0.302 0.732
C -2.286 0.557 -0.075
C -3.394 -0.432 0.272
C -3.003 -1.875 -0.070
N -1.897 -2.375 0.742
C -1.082 -3.419 0.112
C -0.603 -3.022 -1.287
C 0.164 -3.667 0.974
C -0.172 -3.994 2.422
C -1.063 -2.894 2.980
C -2.307 -2.705 2.108
C -3.262 -3.903 2.247
C 1.950 2.414 -2.331
C 1.860 1.627 -3.474
C 1.686 2.205 -4.717
C 1.617 3.583 -4.839
C 1.719 4.378 -3.716
C 1.882 3.808 -2.456
O 1.989 4.669 -1.410
H 2.556 4.740 1.860
H 2.041 6.031 0.768
H 3.643 5.315 0.580
H 0.992 3.825 0.186
H 2.962 2.392 0.832
H 3.839 3.021 -0.581
H 1.751 -0.916 0.686
H 2.983 0.304 1.003
H 1.463 1.652 2.263
H 0.763 0.056 2.563
H -0.907 -0.690 0.832
H -2.603 1.587 0.111
H -2.021 0.464 -1.135
H -4.283 -0.178 -0.308
H -3.648 -0.334 1.328
H -2.693 -1.881 -1.113
H -3.893 -2.517 0.012
H -1.647 -4.365 0.027
H 0.212 -3.681 -1.581
H -1.384 -3.127 -2.036
H -0.233 -1.999 -1.298
H 0.781 -2.767 0.945
H 0.741 -4.482 0.534
H -0.682 -4.957 2.480
H 0.745 -4.072 3.010
H -1.367 -3.125 4.003
H -0.503 -1.956 3.000
H -2.840 -1.826 2.489
H -4.201 -3.713 1.733
H -3.484 -4.062 3.299
H -2.830 -4.815 1.846
H 1.921 0.557 -3.380
H 1.613 1.576 -5.590
H 1.485 4.039 -5.808
H 1.671 5.453 -3.780
```

The LUMO energy comes out at 0.71 eV. The SMILES is C[C@@H]1CN(C(=O)CCC(=O)NCCCN2[C@@H](C)CCC[C@@H]2C)c2ccccc2O1. The HOMO energy is -8.08 eV. Its total energy is -35033.403 eV. Its energy above the lowest of the compared OMol25 structures with the same formula, charge and spin is 9.1 kcal/mol. As for the orbital gap: 0.3233 hartree. The total charge is 0. The spin multiplicity is 1.

[3]
# C30H19BF16N5O8Y

A molecular structure, C30H19BF16N5O8Y in a non-equilibrium geometry (ωB97M-V/def2-TZVPD, the OMol25 dataset).

Structure (XYZ):
```
80
Properties=species:S:1:pos:R:3
Y -0.586 0.768 -0.741
C 5.479 -3.333 0.851
C 4.107 -2.848 0.482
C 3.037 -3.713 0.315
C 1.787 -3.241 -0.010
C 1.491 -1.865 -0.167
N 0.220 -1.424 -0.437
C -0.840 -2.312 -0.254
C -0.952 -3.056 0.935
C -2.018 -3.883 1.204
C -3.054 -4.018 0.288
C -4.251 -4.879 0.572
C -2.967 -3.284 -0.885
C -1.906 -2.433 -1.180
C -1.916 -1.568 -2.457
O -1.669 -0.260 -2.219
C -3.309 -1.557 -3.166
F -3.324 -0.699 -4.188
F -3.740 -2.743 -3.673
F -4.270 -1.150 -2.307
C -0.915 -2.193 -3.477
F -0.905 -1.537 -4.649
F 0.343 -2.223 -3.041
F -1.245 -3.476 -3.769
C 2.627 -0.995 -0.132
C 3.868 -1.507 0.219
C 2.502 0.457 -0.612
O 1.391 1.095 -0.193
C 2.503 0.443 -2.193
F 3.187 -0.581 -2.728
F 3.006 1.560 -2.745
F 1.232 0.348 -2.642
C 3.690 1.359 -0.167
F 3.453 2.653 -0.424
F 4.874 1.071 -0.764
F 3.893 1.276 1.159
H 5.433 -4.331 1.289
H 5.951 -2.672 1.579
H 6.140 -3.385 -0.018
H 3.181 -4.782 0.433
H 0.994 -3.956 -0.160
H -0.169 -2.944 1.672
H -2.054 -4.417 2.148
H -3.999 -5.689 1.256
H -4.646 -5.320 -0.342
H -5.058 -4.302 1.031
H -3.776 -3.392 -1.590
H 4.719 -0.842 0.272
O -0.445 4.793 -2.450
C -0.252 3.873 -1.671
O -0.553 2.645 -1.838
C 0.490 4.198 -0.365
C 0.427 3.378 0.752
C 1.190 3.656 1.865
C 2.041 4.744 1.927
C 2.078 5.556 0.808
C 1.319 5.310 -0.327
N 2.971 6.717 0.829
O 2.988 7.443 -0.145
O 3.648 6.899 1.825
N 1.107 2.742 3.008
O 1.640 3.082 4.047
O 0.518 1.695 2.848
H -0.253 2.544 0.802
H 2.642 4.945 2.799
H 1.366 5.961 -1.187
N -4.276 -0.111 1.542
C -3.460 -0.401 2.610
C -2.192 -0.274 2.146
N -2.223 0.092 0.824
C -3.492 0.197 0.499
H -5.275 -0.002 1.563
H -3.848 -0.646 3.577
H -1.261 -0.394 2.668
H -3.864 0.502 -0.462
F -2.467 2.817 0.195
B -2.922 3.346 1.436
F -2.091 2.845 2.432
F -4.232 2.908 1.653
F -2.860 4.725 1.414
```

The LUMO energy comes out at 3.75 eV. The HOMO energy is -2.22 eV. Its total energy is -100460.869 eV. Its energy above the lowest of the compared OMol25 structures with the same formula, charge and spin is 14.1 kcal/mol. As for the orbital gap: 0.2193 hartree. The total charge is -2. The spin multiplicity is 1.

> Which formula does entry 2 have?

C23H35N3O3

> Look up the total charge of the second one.

0

> What is the total charge in the first record?

+3